# 1
This record from the Open Molecules 2025 dataset describes a molecular structure, C26H42BrHgN3P2S. The level of theory is ωB97M-V/def2-TZVPD.

CARTESIAN COORDINATES (ANGSTROEM)
1 C -6.010 -2.976 -2.233
2 C -5.581 -1.650 -2.469
3 C -6.465 -0.792 -3.142
4 C -7.666 -1.305 -3.640
5 N -8.027 -2.568 -3.443
6 C -7.240 -3.388 -2.754
7 C -4.250 -1.193 -2.130
8 C -3.016 -1.520 -1.928
9 C -1.798 -2.264 -1.862
10 C -1.303 -2.872 -0.684
11 C 0.071 -3.012 -0.498
12 C 0.938 -2.399 -1.427
13 C 0.474 -2.174 -2.739
14 C -0.897 -2.160 -2.960
15 Hg -3.024 0.700 -2.117
16 P 0.829 0.818 2.273
17 H -6.210 0.251 -3.300
18 H -5.410 -3.681 -1.666
19 H -8.337 -0.663 -4.213
20 H -7.595 -4.414 -2.616
21 H -1.291 -1.920 -3.953
22 H -2.011 -3.142 0.090
23 H 1.186 -1.918 -3.524
24 H 0.465 -3.520 0.383
25 C 2.394 1.286 3.143
26 C 2.361 2.404 4.172
27 H 3.072 1.567 2.323
28 H 2.805 0.369 3.583
29 H 3.366 2.555 4.581
30 H 2.045 3.359 3.746
31 H 1.710 2.178 5.022
32 C -0.446 1.994 2.926
33 C -1.851 1.419 3.120
34 H -0.486 2.797 2.173
35 H -0.075 2.450 3.852
36 H -2.592 2.171 2.820
37 H -2.035 0.515 2.524
38 H -2.057 1.185 4.172
39 C 0.410 -0.759 3.129
40 C 0.344 -0.702 4.646
41 H 1.159 -1.509 2.808
42 H -0.547 -1.102 2.709
43 H 0.089 -1.698 5.029
44 H 1.303 -0.422 5.091
45 H -0.420 -0.008 5.011
46 Br 2.498 -1.544 -0.892
47 P 1.593 2.723 -2.230
48 C 1.406 2.937 -0.393
49 C 1.764 4.373 0.026
50 H 2.080 2.212 0.098
51 H 0.378 2.671 -0.099
52 H 1.369 4.593 1.026
53 H 2.849 4.523 0.058
54 H 1.352 5.117 -0.671
55 C 2.986 1.512 -2.335
56 C 4.132 1.717 -3.328
57 H 2.518 0.538 -2.522
58 H 3.419 1.511 -1.324
59 H 4.884 0.933 -3.158
60 H 3.810 1.636 -4.374
61 H 4.626 2.684 -3.180
62 C 0.122 1.767 -2.762
63 C -0.742 2.745 -3.572
64 H -0.377 1.365 -1.869
65 H 0.451 0.911 -3.372
66 H -1.575 2.238 -4.067
67 H -1.167 3.530 -2.933
68 H -0.132 3.234 -4.343
69 N 4.371 -2.868 1.440
70 C 3.734 -3.416 2.495
71 N 4.505 -3.537 3.600
72 S 2.121 -3.905 2.499
73 H 5.247 -2.379 1.594
74 H 3.798 -2.586 0.641
75 H 4.084 -3.991 4.395
76 H 5.516 -3.525 3.521

Summary:
Charge: +2
Highest occupied orbital energy (alpha / beta) (eV): -12.964 / -12.845
HOMO-LUMO gap (alpha / beta) (eV): 5.1 / 3.9


# 2
This record from the Open Molecules 2025 dataset describes 2 unconnected molecules or ions with the total composition C4H12NO2S. The level of theory is ωB97M-V/def2-TZVPD.

CARTESIAN COORDINATES (ANGSTROEM)
1 C 0.685 0.048 -0.818
2 N -0.712 -0.293 -1.136
3 C -1.324 -1.395 -0.205
4 O -0.612 -1.715 0.878
5 C 0.942 1.426 -0.193
6 C 0.013 1.646 1.011
7 S 0.480 0.670 2.465
8 H 1.081 -0.808 -0.263
9 H 1.261 -0.049 -1.751
10 H -1.259 0.516 -1.002
11 H -2.327 -0.968 -0.012
12 H -1.398 -2.256 -0.866
13 H 0.719 2.206 -0.921
14 H 1.994 1.565 0.076
15 H -0.967 1.284 0.749
16 H -0.124 2.711 1.215
17 H -0.196 -0.539 1.775
18 H 0.983 -1.008 -3.617
19 H -0.407 -0.815 -3.052
20 O 0.058 -1.064 -3.899

Summary:
Charge: -1
Highest occupied orbital energy (eV): -4.001
HOMO-LUMO gap (eV): 7.7


# 3
This record from the Open Molecules 2025 dataset describes 3 unconnected molecules or ions with the total composition C18H42NSSi. The level of theory is ωB97M-V/def2-TZVPD.

CARTESIAN COORDINATES (ANGSTROEM)
1 C 5.281 0.273 4.688
2 Si 5.239 1.544 3.190
3 C 5.466 0.615 1.480
4 C 6.610 2.873 3.437
5 C 3.433 2.244 3.166
6 N 2.664 2.807 4.174
7 C 1.236 3.200 3.743
8 C 0.830 2.066 2.627
9 S 2.387 2.190 1.593
10 H 6.214 0.540 5.342
11 H 5.363 -0.799 4.172
12 H 4.272 0.293 5.306
13 H 5.449 1.352 0.557
14 H 6.378 -0.119 1.472
15 H 4.496 -0.062 1.378
16 H 7.416 2.395 4.171
17 H 7.203 3.156 2.451
18 H 6.232 3.883 3.893
19 H 3.061 2.929 5.155
20 H 1.072 4.340 3.457
21 H 0.629 2.874 4.718
22 H 0.891 0.987 3.132
23 H -0.229 2.140 2.094
24 C 0.113 2.411 -1.535
25 C -0.818 2.212 -2.721
26 C -2.152 2.948 -2.571
27 C -3.020 2.493 -1.391
28 C -3.385 1.006 -1.383
29 C -4.217 0.588 -2.585
30 H -0.321 2.013 -0.611
31 H 1.058 1.889 -1.707
32 H 0.333 3.471 -1.385
33 H -0.985 1.144 -2.884
34 H -0.317 2.587 -3.622
35 H -2.719 2.843 -3.503
36 H -1.955 4.022 -2.459
37 H -3.944 3.086 -1.394
38 H -2.513 2.735 -0.450
39 H -3.956 0.794 -0.472
40 H -2.481 0.390 -1.329
41 H -5.151 1.159 -2.629
42 H -4.474 -0.474 -2.513
43 H -3.676 0.735 -3.524
44 C -4.277 -5.459 -1.394
45 C -2.761 -5.516 -1.497
46 C -2.059 -4.427 -0.683
47 C -2.365 -2.988 -1.116
48 C -2.040 -2.662 -2.576
49 C -0.561 -2.797 -2.905
50 H -4.673 -4.518 -1.790
51 H -4.724 -6.274 -1.970
52 H -4.601 -5.560 -0.354
53 H -2.460 -5.464 -2.548
54 H -2.425 -6.494 -1.129
55 H -0.977 -4.598 -0.724
56 H -2.339 -4.536 0.373
57 H -1.802 -2.306 -0.466
58 H -3.423 -2.769 -0.934
59 H -2.349 -1.630 -2.778
60 H -2.626 -3.296 -3.250
61 H 0.040 -2.134 -2.274
62 H -0.382 -2.525 -3.950
63 H -0.207 -3.822 -2.765

Summary:
Charge: +1
Highest occupied orbital energy (eV): -12.426
HOMO-LUMO gap (eV): 7.6


# 4
This record from the Open Molecules 2025 dataset describes 2 unconnected molecules or ions with the total composition C25H49BrClN3O10P2S2. The level of theory is ωB97M-V/def2-TZVPD.

CARTESIAN COORDINATES (ANGSTROEM)
1 C 1.518 6.124 0.180
2 C 1.236 5.176 1.356
3 C 1.727 3.730 1.157
4 C 0.729 2.722 1.705
5 N 1.230 1.361 1.561
6 N 0.330 0.437 0.987
7 C 0.323 0.549 -0.464
8 O -0.690 1.443 -0.906
9 C -0.235 2.584 -1.610
10 C 0.513 -0.911 1.550
11 Br 0.536 -0.610 3.561
12 C 1.869 -1.583 1.313
13 C 2.474 -1.518 -0.089
14 O 3.529 -2.476 -0.243
15 C 4.578 -2.302 0.595
16 C 5.318 -3.572 0.915
17 O 4.921 -1.221 1.032
18 C -0.774 -1.851 1.418
19 C -2.027 -1.007 1.585
20 C -2.659 -0.410 0.318
21 C -3.426 0.880 0.628
22 C -4.567 1.024 -0.376
23 N -4.032 1.138 -1.739
24 C -4.163 0.008 -2.544
25 C -2.982 -0.302 -3.442
26 O -5.154 -0.706 -2.550
27 O -0.535 -2.914 2.374
28 C -1.516 -3.496 3.161
29 C -0.774 -4.582 3.958
30 P -2.308 -2.421 4.556
31 S -1.318 -2.363 6.232
32 S -2.891 -4.426 2.350
33 C -2.312 -5.703 1.256
34 O -3.818 -3.550 1.657
35 O -3.496 -5.147 3.449
36 P -0.660 -2.610 -0.338
37 O -2.177 -3.087 -0.666
38 Cl 0.373 -4.392 0.019
39 H 2.371 6.757 0.414
40 H 0.683 6.804 0.024
41 H 1.712 5.615 -0.760
42 H 0.160 5.165 1.537
43 H 1.704 5.570 2.255
44 H 1.907 3.570 0.092
45 H 2.678 3.602 1.674
46 H 0.643 2.943 2.775
47 H -0.265 2.848 1.284
48 H 2.142 1.332 1.118
49 H 0.166 -0.398 -0.972
50 H 1.294 0.932 -0.792
51 H -1.023 2.863 -2.311
52 H -0.121 3.438 -0.944
53 H 0.663 2.407 -2.200
54 H 1.863 -2.622 1.639
55 H 2.583 -1.098 1.973
56 H 1.786 -1.688 -0.908
57 H 2.911 -0.530 -0.245
58 H 6.352 -3.407 0.625
59 H 4.904 -4.439 0.416
60 H 5.318 -3.694 1.994
61 H -2.828 -1.546 2.081
62 H -1.807 -0.169 2.245
63 H -1.968 -0.277 -0.507
64 H -3.410 -1.115 -0.038
65 H -3.852 0.839 1.629
66 H -2.784 1.752 0.509
67 H -5.238 0.174 -0.285
68 H -5.165 1.910 -0.157
69 H -3.045 1.364 -1.707
70 H -2.828 -1.376 -3.468
71 H -2.053 0.157 -3.102
72 H -3.171 0.047 -4.455
73 H -1.353 -4.947 4.793
74 H -0.475 -5.389 3.294
75 H 0.141 -4.126 4.326
76 H -3.596 -2.943 4.725
77 H -2.485 -1.126 4.067
78 H -2.024 -5.341 0.279
79 H -1.544 -6.303 1.725
80 H -3.208 -6.313 1.148
81 H -2.751 -3.281 0.097
82 O 2.154 5.029 -3.357
83 C 2.650 4.229 -4.095
84 C 1.931 3.251 -5.002
85 C 3.031 2.252 -5.355
86 C 4.277 3.126 -5.273
87 O 3.987 4.098 -4.250
88 H 1.562 3.778 -5.882
89 H 1.102 2.789 -4.474
90 H 2.903 1.769 -6.321
91 H 3.080 1.471 -4.594
92 H 4.477 3.655 -6.206
93 H 5.166 2.572 -4.985

Summary:
Highest occupied orbital energy (eV): -8.569
HOMO-LUMO gap (eV): 8.6


# 5
This record from the Open Molecules 2025 dataset describes a molecular structure, C19H23BIIrN3O4S. The level of theory is ωB97M-V/def2-TZVPD.

CARTESIAN COORDINATES (ANGSTROEM)
1 Ir 0.254 -0.526 0.562
2 C -2.307 0.582 2.972
3 C -0.877 0.145 2.867
4 C 0.192 1.080 2.944
5 C 1.505 0.676 2.923
6 C 2.616 1.684 2.900
7 C 1.785 -0.718 2.904
8 C 0.773 -1.671 2.847
9 C 1.037 -3.144 2.958
10 C -0.560 -1.212 2.760
11 H -2.554 1.293 2.191
12 H -2.463 1.094 3.924
13 H -2.985 -0.268 2.914
14 H -0.038 2.136 3.011
15 H 2.556 2.250 1.968
16 H 3.591 1.205 2.954
17 H 2.522 2.393 3.722
18 H 2.815 -1.051 2.981
19 H 0.829 -3.639 2.009
20 H 0.376 -3.583 3.705
21 H 2.070 -3.342 3.235
22 H -1.362 -1.940 2.783
23 B 3.837 -0.455 -2.325
24 C 2.762 -0.627 -1.245
25 N 1.986 -0.759 -0.387
26 H 3.657 -1.239 -3.229
27 H 4.916 -0.658 -1.827
28 H 3.641 0.635 -2.818
29 O -1.839 -0.675 -2.488
30 C -1.566 0.356 -1.932
31 N -1.211 0.468 -0.582
32 S -0.788 2.022 -0.206
33 O 0.634 1.886 0.099
34 O -1.595 2.593 0.825
35 C -1.172 2.729 -1.761
36 C -1.219 4.054 -2.143
37 C -1.652 4.318 -3.436
38 C -2.013 3.285 -4.299
39 C -2.002 1.962 -3.878
40 C -1.586 1.695 -2.587
41 H -0.936 4.851 -1.469
42 H -1.730 5.345 -3.766
43 H -2.320 3.524 -5.309
44 H -2.315 1.149 -4.519
45 N -2.116 -2.996 -1.137
46 C -0.846 -3.079 -0.830
47 O -0.369 -2.531 0.215
48 C 0.028 -3.927 -1.695
49 I 0.751 -2.759 -3.338
50 H -2.679 -2.313 -0.654
51 H -2.436 -3.281 -2.051
52 H -0.498 -4.772 -2.126
53 H 0.901 -4.247 -1.138

Summary:
Charge: +1
Highest occupied orbital energy (eV): -11.637
HOMO-LUMO gap (eV): 6.6


no.,E_tot (hartree),maximum force (eV/A)
1,-4987.74364,4.9
2,-763.03411,1.5
3,-1453.15083,4.6
4,-6411.89798,2.0
5,-2027.79183,1.3